No. 1
A molecular structure, C13H28BMgN4O8P2S2Si, computed with ωB97M-V/def2-TZVPD.

Summary:
- Total charge: -1

Atoms and positions in Å:
Mg (-0.5096, -0.0117, 0.3198)
C (3.0359, -2.4098, 2.5596)
C (2.4668, -1.9179, 1.2425)
O (3.4556, -2.1902, 0.2128)
P (2.2284, -0.0974, 1.2237)
O (3.7397, 0.4200, 1.0642)
O (1.6459, 0.4533, 2.4853)
O (1.4432, 0.1846, -0.0530)
P (0.8755, -2.7828, 0.8359)
O (0.9519, -2.7545, -0.8088)
O (0.8813, -4.1970, 1.2681)
O (-0.2182, -1.8120, 1.2174)
H (3.9936, -1.9216, 2.7531)
H (3.1724, -3.4895, 2.5183)
H (2.3594, -2.1674, 3.3787)
H (2.9719, -2.1666, -0.6259)
H (4.1985, -0.1956, 0.4681)
H (-0.0106, 0.7701, 2.5128)
H (1.0911, -3.6619, -1.1102)
C (-2.1992, -3.6658, -1.5742)
N (-1.7061, -2.6447, -2.4745)
C (-1.0174, -2.8617, -3.6475)
C (-0.7268, -1.6402, -4.1487)
N (-1.2318, -0.6825, -3.2995)
B (-1.1602, 0.8668, -3.5956)
N (0.1430, 1.4769, -2.9822)
C (1.3634, 1.3847, -3.6170)
C (2.2777, 2.0758, -2.9019)
N (1.6056, 2.6030, -1.8230)
C (2.1921, 3.3646, -0.7426)
C (0.3122, 2.2070, -1.8599)
S (-0.8074, 2.5807, -0.6254)
C (-1.8235, -1.3125, -2.2699)
S (-2.6258, -0.6198, -0.9212)
H (-1.5825, -4.5564, -1.6838)
H (-3.2388, -3.9083, -1.7966)
H (-2.1247, -3.2950, -0.5534)
H (-0.8060, -3.8525, -4.0075)
H (-0.2203, -1.3612, -5.0546)
H (-2.1285, 1.4110, -3.1570)
H (-1.0416, 0.9486, -4.8012)
H (1.4641, 0.8553, -4.5470)
H (3.3268, 2.2470, -3.0598)
H (3.2497, 3.5005, -0.9603)
H (2.0720, 2.8206, 0.1922)
H (1.7002, 4.3318, -0.6549)
C (-3.5859, 1.7411, 1.9546)
Si (-2.0626, 1.7462, 3.0120)
C (-1.3751, 3.4603, 3.2428)
C (-2.3699, 0.9408, 4.6654)
O (-0.9471, 0.8297, 2.1733)
H (-4.3803, 2.3427, 2.4019)
H (-3.9651, 0.7252, 1.8231)
H (-3.3686, 2.1384, 0.9606)
H (-2.1232, 4.1363, 3.6635)
H (-1.0525, 3.8559, 2.2772)
H (-0.5097, 3.4498, 3.9083)
H (-3.1978, 1.4217, 5.1915)
H (-1.4857, 0.9996, 5.3027)
H (-2.6155, -0.1136, 4.5279)


No. 2
A single C8H6BrNO molecule, computed with ωB97M-V/def2-TZVPD.

Summary:
- Energy above the lowest of the compared OMol25 structures with the same formula, charge and spin: 15.6 kcal per mole
- SMILES string: N#C[C@@](O)(Br)c1ccccc1
- Total charge: 0

Atoms and positions in Å:
N (-2.5440, 2.6283, -0.9164)
C (-2.1712, 1.7326, -0.2895)
C (-1.6252, 0.5889, 0.3414)
O (-1.6687, 0.6972, 1.9630)
Br (-2.8451, -0.9759, -0.3045)
C (-0.1802, 0.1594, -0.0263)
C (0.0516, -0.4787, -1.2685)
C (1.3441, -1.0157, -1.3903)
C (2.3214, -0.7798, -0.4538)
C (2.0193, -0.1713, 0.7369)
C (0.6884, 0.2159, 1.0245)
H (-2.5475, 0.3096, 2.1871)
H (-0.6802, -0.6780, -2.0219)
H (1.5595, -1.4635, -2.3178)
H (3.2925, -1.0945, -0.7340)
H (2.7142, -0.0472, 1.4160)
H (0.2710, 0.3725, 2.0542)


Calculated values (eV) of HOMO-LUMO gap for the records, taken in order: 7.56 9.10.
Calculated values (hartree) of highest occupied orbital energy for the records, taken in order: -0.1785 -0.3562.